Record 1
30
Properties=species:S:1:pos:R:3 method="wB97M-V/def2-TZVPD" energy_ha=-579.9835 multiplicity=3 homo_lumo_gap_ev="5.514 / 6.465" de_lowest_ev=0.049 homo_energy_ev="-4.7 / -8.8" max_force_ev_per_a=6.56
O 2.55313 0.13996 0.11700
C 0.64216 2.84990 2.42772
C -0.12655 0.31650 -0.20074
C -0.32277 -1.50699 -1.68745
C -0.31547 1.46674 0.68928
C -2.49619 -0.21797 -1.14964
C 1.22037 -1.46573 -1.25140
C -0.97094 -0.33885 -0.95756
C 1.87242 -2.81765 -1.04841
C -1.32904 3.65786 1.21969
C 1.27574 -0.58671 -0.14699
C -1.33326 2.46244 0.43872
C 0.64994 1.67755 1.68301
C -0.38201 3.79907 2.16743
H 1.27442 -1.16257 0.86701
H -0.77542 -2.43077 -1.47349
H 1.40190 3.10198 3.18297
H -0.36745 4.76260 2.76088
H 1.36814 -3.48636 -1.74825
H 1.60826 -0.98499 -2.11148
H -2.79983 -0.85641 -0.16278
H 1.66002 -3.28455 -0.14473
H -2.01932 2.22061 -0.36348
H -2.99226 0.73948 -0.98322
H 2.69192 0.81879 -0.55078
H 1.53655 1.08600 1.84021
H -2.00901 4.50713 0.94172
H -2.59985 -0.87543 -1.98249
H 2.89312 -2.73096 -1.16766
H -0.31795 -1.48080 -2.77660


Record 2
30
Properties=species:S:1:pos:R:3 method="wB97M-V/def2-TZVPD" energy_ha=-794.2325 multiplicity=1 homo_lumo_gap_ev=7.750 smiles="C=C[Si](C=C)=CC[C@@H]1C=CC=CC1=C" de_lowest_ev=7.017 homo_energy_ev=-7.6 max_force_ev_per_a=5.45
Si 1.99669 -1.28949 0.43762
C -0.57339 -0.15079 0.01516
C 4.53339 -2.37537 1.23221
C -1.51588 1.09159 0.48652
C -3.87323 0.77254 0.81022
C -2.67586 0.55423 1.21990
C -0.76325 2.48441 -1.40990
C 3.24001 -2.21524 1.49623
C -4.22287 1.80519 -0.17706
C 2.42979 -1.38971 -1.38774
C -3.17793 2.33855 -0.93656
C 2.53629 -0.30857 -2.14174
C -1.81023 1.97516 -0.74394
C 0.46154 -0.59071 1.02753
H -0.13567 0.20944 -0.98255
H 5.14520 -2.86211 1.90012
H 4.89220 -1.83636 0.37794
H 0.26096 2.03119 -1.13518
H -1.29300 -0.95886 -0.06954
H 2.79090 0.58660 -1.60751
H -5.27946 2.08648 -0.39656
H -1.04221 3.23900 -2.16913
H 0.37209 -0.26982 2.01407
H 2.74254 -2.67322 2.36791
H -0.82272 1.55175 1.31494
H 2.54279 -0.46126 -3.16078
H -4.78462 0.24676 1.24551
H -3.42703 3.08336 -1.74180
H -2.53296 -0.22705 1.96781
H 2.50742 -2.29869 -1.97906